DFT (ωB97M-V/def2-TZVPD) results for C3H3ClNO2P as an isolated structure.

Last column: natural (NBO) charge in e.
Element x y z (Å)
C (1.441042, -0.456838, -0.257234)  0.062
C (-0.893930, -0.109020, 0.585077)  0.316
C (0.456921, -0.493583, 0.945407)  -0.600
N (1.332590, 0.123514, -1.340787)  -0.465
O (-1.920624, -0.479620, 1.085708)  -0.471
O (-1.097390, 2.379721, -0.694737)  -1.011
P (-0.784987, 1.028039, -0.985943)  1.671
Cl (-2.076710, 0.190806, -2.244543)  -0.230
H (2.316889, -0.971527, 0.069001)  0.183
H (0.473045, -1.627615, 1.355753)  0.267
H (0.753155, 0.416122, 1.482298)  0.279

Atomic forces in eV per Å
C -1.07 -0.23 1.88
C -0.96 -0.63 -1.18
C 0.54 -2.13 -0.18
N -2.88 1.97 -0.93
O 0.23 0.56 -0.30
O -0.04 3.54 0.32
P 2.19 -4.65 0.28
Cl 0.10 -0.28 -0.49
H 1.16 -0.50 -0.51
H 0.15 3.13 -0.07
H 0.58 -0.78 1.19

Computed properties:
* energy relative to the best compared isomer or geometry (same formula, charge and spin): 1.2036 eV
* orbital gap (alpha / beta): 8.405 / 8.404 eV
* HOMO level (alpha / beta): -9.3 / -9.3 eV
* multiplicity: 1

=====

DFT (ωB97M-V/def2-TZVPD) results for a 2-piece molecular cluster, C24H48INO5 overall.

Last column: Mulliken charge in e.
Element x y z (Å)
C (-1.780040, 5.481298, 1.789173)  -0.874
C (-2.912765, 4.390189, 1.276376)  -0.205
C (-2.991408, 3.036116, 2.217262)  -0.743
C (-1.925059, 1.860349, 1.806961)  -0.618
C (-2.212531, 1.142481, 0.355415)  0.188
C (-0.874870, 0.262755, -0.127667)  -0.141
N (-0.632268, 0.561579, -1.589769)  -0.425
C (0.871535, 0.743090, -1.884444)  1.579
C (0.963523, 0.752115, -3.554650)  -1.364
C (2.293438, 1.518139, -4.129641)  -0.440
C (1.803472, 2.865337, -4.938846)  -0.897
I (3.383679, 4.321395, -5.349747)  -0.041
C (1.643840, -0.624983, -1.407943)  -0.960
C (2.600121, -0.458128, -0.087233)  -0.193
C (2.652443, -1.965088, 0.636009)  -0.664
C (3.965017, -2.848409, 0.203379)  -0.384
C (3.976622, -4.327397, 0.952959)  -0.612
C (5.083266, -4.409587, 2.194800)  -0.617
C (4.477099, -3.802674, 3.621087)  -0.192
O (4.733813, -4.723452, 4.745610)  -0.350
C (4.690111, -4.033952, 6.045146)  -0.547
C (1.421878, 2.125736, -1.196179)  -1.017
O (0.896569, 3.366899, -1.815388)  -0.368
C (-0.372357, 3.787963, -1.201909)  -0.089
H (-2.173060, 6.591870, 1.664514)  0.298
H (-1.536438, 5.368573, 2.951675)  0.246
H (-0.768703, 5.431629, 1.166775)  0.197
H (-2.791950, 4.175734, 0.131386)  0.097
H (-3.966768, 4.936191, 1.393856)  0.363
H (-2.767906, 3.361791, 3.331204)  0.372
H (-4.073484, 2.570935, 2.192682)  0.229
H (-0.840024, 2.343066, 1.774776)  0.150
H (-1.860910, 0.977104, 2.601423)  0.289
H (-2.528036, 1.957905, -0.427254)  0.036
H (-3.127292, 0.383677, 0.430059)  0.273
H (-1.183302, -0.869459, 0.056693)  0.135
H (0.028877, 0.477277, 0.583595)  -0.149
H (-0.850962, -0.355108, -2.084616)  0.403
H (0.957678, -0.341930, -4.001817)  0.403
H (-0.004391, 1.313624, -3.951722)  0.394
H (2.760072, 0.796644, -4.958381)  0.311
H (3.145539, 1.697046, -3.347939)  0.366
H (1.389641, 2.485583, -5.991741)  0.411
H (0.915439, 3.442237, -4.438663)  0.300
H (2.369260, -0.922622, -2.308169)  0.286
H (0.887903, -1.543425, -1.321770)  0.164
H (3.714139, -0.216026, -0.384830)  0.366
H (2.192878, 0.265766, 0.737199)  0.209
H (1.705605, -2.614084, 0.393265)  0.284
H (2.629695, -1.791250, 1.816756)  0.169
H (4.932634, -2.231036, 0.526313)  0.276
H (3.953079, -3.055607, -0.952689)  0.205
H (2.947747, -4.632195, 1.419926)  0.312
H (4.275016, -5.144037, 0.144822)  0.336
H (6.072452, -3.802911, 1.950438)  0.270
H (5.411805, -5.540079, 2.352265)  0.271
H (3.293175, -3.764003, 3.488637)  0.164
H (4.907824, -2.725019, 3.779420)  0.254
H (5.653899, -4.359256, 6.656937)  0.205
H (4.701853, -2.854381, 5.952519)  0.264
H (3.719227, -4.317720, 6.668018)  0.215
H (2.608901, 2.203311, -1.296667)  0.254
H (1.208577, 2.203450, -0.035191)  0.285
H (-0.588556, 4.908348, -1.480811)  0.334
H (-1.228770, 3.149789, -1.723182)  0.193
H (-0.438385, 3.631906, -0.041069)  -0.280
C (-7.292615, -2.655013, -1.507525)  -1.462
C (-6.102295, -1.717886, -1.568410)  0.519
C (-4.928893, -2.189839, -0.764106)  -0.638
O (-4.265872, -0.976894, -0.453567)  -0.343
C (-5.225954, -0.005522, -0.442443)  0.635
O (-5.057857, 1.125430, -0.019774)  -0.524
O (-6.402348, -0.469902, -0.963866)  -0.352
H (-8.089936, -2.295241, -2.166846)  0.358
H (-7.017963, -3.667734, -1.818080)  0.364
H (-7.716443, -2.694301, -0.498236)  0.359
H (-5.823919, -1.530081, -2.612529)  0.241
H (-4.274798, -2.854691, -1.336107)  0.350
H (-5.210209, -2.683405, 0.172088)  0.308

Atomic forces in eV per Å
C 0.25 0.49 0.08
C -0.73 0.69 0.70
C 0.17 -0.40 0.10
C 0.49 -0.24 -0.32
C -0.01 -0.39 0.70
C -1.88 0.10 1.20
N 1.64 -1.62 0.28
C -0.57 -0.92 -0.98
C -0.14 0.87 0.27
C -0.06 -0.45 -1.29
C -1.56 -1.37 -0.49
I -0.63 -0.71 0.21
C 1.51 0.43 -0.71
C -0.24 -2.20 0.44
C 0.31 0.07 0.59
C -0.42 -0.09 0.74
C 1.14 -0.14 0.20
C 0.19 -0.16 0.36
C -1.03 -0.53 -1.31
O 0.11 2.48 0.11
C 0.20 0.27 0.99
C 0.89 0.36 0.23
O -0.57 -1.17 1.78
C -1.46 -0.27 -0.98
H 0.70 -2.35 0.14
H -0.51 0.04 -2.59
H -2.15 -0.05 1.47
H -0.14 0.21 2.25
H 2.24 -1.23 -0.29
H -0.49 -0.61 -2.22
H 2.12 1.03 -0.07
H -2.11 -0.93 0.07
H -0.29 2.06 -1.40
H 0.89 -1.74 1.39
H 2.73 2.20 0.21
H 0.85 2.18 -0.47
H -1.63 -0.25 -1.53
H 0.22 1.67 0.60
H -0.13 2.12 1.24
H 2.02 -1.17 0.82
H -0.82 1.68 1.80
H -1.88 -0.14 -1.39
H 1.06 0.99 2.25
H 2.04 -1.17 -0.61
H -1.44 0.55 1.98
H 1.50 2.23 0.06
H -2.35 -0.12 0.59
H 0.82 -1.16 -1.89
H 1.65 1.42 0.36
H 0.28 -0.57 -2.47
H -1.98 -1.45 -0.92
H 0.10 0.71 2.21
H 1.76 0.72 -1.08
H -0.65 1.69 1.77
H -2.11 -1.30 0.28
H -0.83 2.41 -0.17
H 2.39 0.27 0.29
H -0.80 -2.05 0.01
H -2.11 0.64 -1.26
H 0.03 -2.41 -0.01
H 1.99 0.44 -1.42
H -2.63 -0.31 0.07
H 0.25 -0.50 -2.33
H 0.79 -2.11 0.63
H 1.64 1.28 1.34
H 0.41 0.26 -2.23
C -0.45 0.27 -0.08
C -0.82 -1.09 -0.39
C 0.42 -0.79 -0.19
O -0.59 0.49 -0.06
C -0.08 2.58 0.81
O -0.88 -2.57 -1.03
O 0.95 0.58 0.46
H 0.16 -0.12 0.05
H 0.04 0.17 0.01
H 0.25 -0.01 -0.08
H 0.10 -0.03 0.11
H 0.03 0.23 0.15
H -0.15 0.01 -0.11

Computed properties:
* energy relative to the best compared isomer or geometry (same formula, charge and spin): 7.7405 eV
* orbital gap: 9.057 eV
* HOMO level: -8.7 eV
* multiplicity: 1
* SMILES string: CCCCCCN[C@](CCCI)(CCCCCCCOC)COC.C[C@@H]1COC(=O)O1

=====

DFT (ωB97M-V/def2-TZVPD) results for an isolated ion of composition C4H3Cl2O3 and charge -1.

Last column: natural (NBO) charge in e.
Element x y z (Å)
C (-2.204871, -0.077012, 0.388718)  -0.249
O (-0.951024, -0.449189, 0.835642)  -0.519
C (0.129015, 0.159898, 0.258877)  0.157
Cl (0.018434, 1.789004, -0.177928)  -0.004
C (1.156123, -0.519353, -0.232544)  -0.193
Cl (1.144219, -2.185109, -0.054149)  0.005
C (2.506672, 0.200046, -0.516572)  0.742
O (3.127690, 0.253399, 0.543871)  -0.727
O (2.678977, 0.720856, -1.629568)  -0.739
H (-2.502035, 0.885122, 0.757130)  0.171
H (-3.090460, -0.837087, 0.583561)  0.181
H (-2.012735, 0.059423, -0.757035)  0.176

Atomic forces in eV per Å
C -1.21 -0.62 -3.26
O 0.53 -0.53 1.69
C -0.54 -1.28 -1.14
Cl -0.34 1.64 0.36
C 0.21 1.03 0.44
Cl 0.20 -1.77 0.05
C -0.90 0.65 -0.41
O 1.16 -0.09 0.43
O 0.17 -0.47 0.03
H -0.25 0.58 0.40
H 2.31 1.14 -0.19
H -1.33 -0.29 1.59

Computed properties:
* energy relative to the best compared isomer or geometry (same formula, charge and spin): 0.9654 eV
* orbital gap: 7.536 eV
* HOMO level: -4.2 eV
* charge: -1
* multiplicity: 1
* SMILES string: CO/C(Cl)=C(\Cl)C(=O)[O-]